# C21H34N4O4S

One molecule with the formula C21H34N4O4S (ωB97M-V/def2-TZVPD, OMol25).

Cartesian coordinates (Å):
S  1.382  -4.370  -0.401
O  0.192  -4.813  0.277
O  -0.493  1.758  -0.015
O  2.596  -5.097  -0.175
O  -0.031  -4.888  -4.573
N  -0.227  0.098  1.515
N  2.218  1.413  0.718
N  1.134  -4.338  -2.074
N  2.539  4.182  1.247
C  0.834  -0.581  0.873
C  -3.293  0.628  1.274
C  2.743  -1.996  -0.578
C  -2.142  1.536  1.724
C  1.595  3.390  2.013
C  -0.142  -3.752  -2.429
C  1.204  -5.462  -4.210
C  -5.172  2.275  1.913
C  2.190  5.586  1.254
C  2.002  0.091  0.437
C  1.629  -2.641  -0.073
C  -0.880  1.169  0.968
C  2.924  -0.655  -0.321
C  -0.212  -3.638  -3.954
C  2.611  3.651  -0.102
C  -4.585  0.870  2.057
C  -5.532  2.631  0.476
C  2.073  1.941  2.057
C  3.126  2.212  -0.070
C  0.679  -1.937  0.637
C  1.301  -5.639  -2.695
H  3.466  -2.565  -1.139
H  0.586  3.430  1.568
H  -0.203  -2.765  -1.969
H  4.139  2.202  0.357
H  -4.644  2.711  -0.145
H  1.547  3.786  3.030
H  -5.328  0.145  1.717
H  0.565  -2.936  -4.293
H  -1.984  1.437  2.800
H  -3.004  -0.418  1.409
H  1.252  -6.427  -4.716
H  3.298  4.268  -0.685
H  -1.193  -3.279  -4.269
H  1.621  3.657  -0.590
H  -4.471  3.013  2.307
H  2.277  -6.021  -2.398
H  3.819  -0.174  -0.678
H  0.520  -6.335  -2.354
H  -6.186  1.874  0.048
H  -6.050  3.587  0.445
H  3.153  1.832  -1.091
H  1.381  1.331  2.633
H  2.943  6.142  0.699
H  -0.196  -2.465  0.986
H  1.204  5.781  0.802
H  -4.398  0.677  3.117
H  -0.969  -4.375  -2.058
H  2.179  5.944  2.282
H  3.056  1.921  2.554
H  -6.074  2.326  2.527
H  -3.469  0.780  0.209
H  2.029  -4.821  -4.553
H  -2.382  2.574  1.493
H  -0.745  -0.457  2.183

As for the HOMO energy: -8.02 eV. As for the energy above the lowest of the compared OMol25 structures with the same formula, charge and spin: 23.1 kcal per mole. The charge is 0. The multiplicity is 1. The calculation puts the LUMO energy at 0.020 Ha.

Formally, the natural (NBO) partial charges of the atoms, in units of the elementary charge, are as follows: S 2.32; O -0.95; O -0.60; O -0.94; O -0.52; N -0.65; N -0.43; N -0.67; N -0.44; C 0.16; C -0.39; C -0.16; C -0.51; C -0.23; C -0.27; C -0.07; C -0.40; C -0.40; C 0.21; C -0.38; C 0.70; C -0.25; C -0.07; C -0.23; C -0.39; C -0.61; C -0.22; C -0.22; C -0.20; C -0.27; H 0.24; H 0.18; H 0.22; H 0.18; H 0.20; H 0.20; H 0.20; H 0.17; H 0.21; H 0.20; H 0.20; H 0.20; H 0.20; H 0.19; H 0.19; H 0.24; H 0.22; H 0.19; H 0.20; H 0.21; H 0.21; H 0.22; H 0.20; H 0.24; H 0.17; H 0.20; H 0.20; H 0.20; H 0.19; H 0.20; H 0.21; H 0.17; H 0.23; H 0.40

# C21H34N4O5

One molecule with the formula C21H34N4O5 (ωB97M-V/def2-TZVPD, OMol25).

Cartesian coordinates (Å):
O  1.002  0.892  -2.238
O  1.116  2.613  1.522
O  1.493  -3.516  -3.271
O  -2.202  -0.114  2.149
O  -0.710  -1.545  1.197
N  2.221  -1.394  -3.456
N  -0.684  0.676  0.758
N  0.166  -1.037  -1.417
N  3.553  -1.756  -3.750
C  -0.036  -1.697  -2.694
C  1.161  2.152  0.190
C  -3.556  -3.343  -2.729
C  1.294  -2.321  -3.163
C  -4.003  -0.349  3.634
C  -2.903  -1.084  -1.870
C  -1.964  -1.793  3.906
C  -1.161  -0.430  1.378
C  0.637  0.720  0.155
C  -2.544  -2.205  -2.843
C  0.617  0.211  -1.299
C  -3.529  -2.166  1.967
C  1.641  3.915  1.676
C  5.875  4.129  1.027
C  -2.911  -1.131  2.905
C  3.959  2.985  1.902
C  5.325  3.048  1.694
C  3.686  5.075  0.764
C  -1.135  -2.749  -2.589
C  3.129  3.998  1.438
C  5.054  5.144  0.565
H  2.184  2.171  -0.205
H  -1.501  -1.038  4.537
H  3.047  5.865  0.396
H  1.417  4.185  2.713
H  -2.273  -0.211  -2.020
H  -4.161  -1.674  1.230
H  1.307  0.065  0.729
H  -0.303  -0.925  -3.428
H  5.961  2.253  2.053
H  -2.750  -2.724  1.455
H  -4.598  -1.022  4.244
H  -3.310  -4.146  -3.420
H  -4.651  0.145  2.915
H  -3.556  0.408  4.273
H  -0.915  -3.536  -3.314
H  -2.520  -2.484  4.532
H  -3.556  -3.748  -1.719
H  0.536  2.786  -0.458
H  3.705  -1.694  -4.758
H  3.647  -2.740  -3.491
H  -1.090  -3.205  -1.598
H  1.116  4.616  1.010
H  -1.052  1.560  1.076
H  2.060  -0.408  -3.266
H  6.942  4.181  0.865
H  -4.136  -2.860  2.542
H  -1.185  -2.340  3.382
H  -3.939  -0.781  -2.013
H  5.479  5.988  0.042
H  -0.091  -1.542  -0.570
H  3.520  2.145  2.421
H  -2.783  -1.423  -0.844
H  -2.583  -1.806  -3.863
H  -4.558  -2.989  -2.956

As for the HOMO energy: -8.82 eV. As for the energy above the lowest of the compared OMol25 structures with the same formula, charge and spin: 0.0 kcal per mole. The charge is 0. The multiplicity is 1. The calculation puts the LUMO energy at 0.023 Ha.

Formally, the natural (NBO) partial charges of the atoms, in units of the elementary charge, are as follows: O -0.67; O -0.54; O -0.64; O -0.53; O -0.69; N -0.47; N -0.62; N -0.61; N -0.65; C -0.14; C -0.08; C -0.60; C 0.65; C -0.61; C -0.61; C -0.64; C 0.92; C -0.14; C -0.21; C 0.69; C -0.65; C -0.09; C -0.22; C 0.27; C -0.25; C -0.19; C -0.24; C -0.39; C 0.03; C -0.20; H 0.21; H 0.21; H 0.21; H 0.20; H 0.21; H 0.21; H 0.23; H 0.23; H 0.21; H 0.24; H 0.21; H 0.21; H 0.22; H 0.22; H 0.24; H 0.22; H 0.20; H 0.18; H 0.35; H 0.37; H 0.20; H 0.17; H 0.42; H 0.43; H 0.21; H 0.22; H 0.24; H 0.21; H 0.21; H 0.45; H 0.22; H 0.20; H 0.19; H 0.21

# C21H34N5O10P

A 6-piece molecular cluster, C21H34N5O10P overall (ωB97M-V/def2-TZVPD, OMol25).

Cartesian coordinates (Å):
P  -2.607  -4.010  -0.767
O  -2.615  -0.264  0.727
O  -3.867  -4.996  -1.458
O  1.939  -3.011  3.338
O  1.776  -3.424  -2.058
O  -4.102  2.544  -2.743
O  7.040  -5.731  2.343
O  0.643  3.570  -1.302
O  -3.013  -3.673  0.756
O  3.733  3.987  1.973
O  -2.535  -2.456  -1.600
N  -6.338  2.305  -2.620
N  -1.593  3.332  -1.180
N  5.114  -4.627  1.967
N  4.445  4.176  -0.155
N  -4.542  0.839  0.350
C  -3.720  0.083  1.128
C  -0.884  -4.910  -0.839
C  -5.209  2.782  -3.212
C  4.620  4.305  1.189
C  1.694  0.168  2.086
C  -4.252  -0.286  2.483
C  -0.669  4.628  -3.013
C  -0.464  3.809  -1.772
C  1.484  -1.297  1.374
C  -5.414  3.602  -4.454
C  1.278  -2.731  2.209
C  5.947  4.851  1.630
C  1.873  1.491  1.078
C  1.879  1.305  -0.581
C  1.668  -0.163  -1.284
C  1.193  -2.975  -0.939
C  0.158  -3.926  -0.032
C  1.461  -1.456  -0.291
C  0.215  -3.796  1.480
C  5.403  -5.753  4.099
C  5.936  -5.384  2.745
H  6.073  -5.356  4.866
H  6.442  4.114  2.267
H  -1.729  4.724  -3.266
H  4.401  -5.346  4.266
H  -0.555  -4.457  2.099
H  1.672  0.249  3.256
H  -6.473  3.697  -4.706
H  -4.614  -4.960  -0.790
H  -0.152  4.147  -3.848
H  -7.270  2.475  -2.969
H  -5.254  0.120  2.649
H  -3.582  0.111  3.250
H  6.597  5.072  0.779
H  5.451  -4.366  1.049
H  -4.204  1.101  -0.567
H  -1.481  2.777  -0.341
H  3.558  3.809  -0.476
H  1.990  2.542  1.589
H  4.196  -4.318  2.254
H  5.783  5.774  2.194
H  -6.225  1.750  -1.782
H  5.356  -6.842  4.179
H  -5.459  1.149  0.637
H  -5.001  4.601  -4.293
H  -0.915  -5.988  -0.377
H  2.028  2.252  -1.261
H  -0.555  -4.957  -1.980
H  -2.571  -1.702  -0.942
H  1.652  -0.377  -2.446
H  -2.526  3.501  -1.529
H  -4.897  3.120  -5.288
H  -4.299  -1.375  2.563
H  -0.256  5.628  -2.853
H  5.145  4.424  -0.839

As for the HOMO energy: -8.33 eV. As for the energy above the lowest of the compared OMol25 structures with the same formula, charge and spin: 280.8 kcal per mole. The charge is 0. The multiplicity is 1. The calculation puts the LUMO energy at -0.047 Ha.

Formally, the Löwdin partial charges of the atoms, in units of the elementary charge, are as follows: P 0.76; O 0.02; O -0.23; O -0.06; O -0.04; O 0.01; O 0.01; O -0.03; O -0.43; O 0.01; O -0.23; N 0.16; N 0.18; N 0.16; N 0.17; N 0.16; C -0.58; C -0.18; C -0.57; C -0.59; C 0.02; C 0.00; C 0.00; C -0.56; C -0.03; C 0.00; C -0.20; C -0.01; C 0.00; C -0.03; C 0.01; C -0.18; C -0.14; C -0.03; C 0.07; C -0.01; C -0.60; H 0.09; H 0.09; H 0.07; H 0.07; H 0.14; H 0.10; H 0.08; H 0.08; H 0.09; H 0.11; H 0.07; H 0.09; H 0.07; H 0.11; H 0.08; H 0.11; H 0.09; H 0.07; H 0.08; H 0.09; H 0.09; H 0.09; H 0.10; H 0.09; H 0.12; H 0.06; H 0.12; H 0.05; H 0.11; H 0.06; H 0.09; H 0.09; H 0.09; H 0.10